Molecular formula: C4H6N2
Method: DFT, ωB97M-V with the def2-TZVPD basis set

Geometry (Å):
H -0.422 -1.865 -0.102
C -1.677 -0.248 1.804
H 2.568 0.994 -2.197
C -1.783 -1.049 2.719
H 1.625 2.503 -2.459
H -1.792 0.189 0.838
H -1.698 -1.476 3.685
N 0.094 -0.141 -1.158
C 1.526 1.554 -2.032
H 0.839 -0.559 0.603
C 0.252 -0.914 -0.154
N 0.470 1.011 -1.546

## Properties
highest occupied orbital energy: -8.92 eV
lowest unoccupied orbital energy: 1.02 eV
frontier orbital gap: 9.94 eV
SMILES: C=NN=C.C#C
2S+1: 1
energy above the lowest of the compared OMol25 structures with the same formula, charge and spin: 137.6 kcal per mole

---

Molecular formula: C4H5NO2
Method: DFT, ωB97M-V with the def2-TZVPD basis set

Geometry (Å):
C 1.220 0.108 -0.320
O 0.696 2.436 -0.715
N -2.599 -0.889 -0.084
H 1.291 1.789 1.118
O 2.328 -0.408 0.393
H 1.409 0.050 -1.400
H -2.935 -1.721 -0.542
H 2.035 -1.185 0.882
C -0.074 -0.516 -0.028
C 1.059 1.584 0.052
H -3.152 -0.568 0.696
C -1.277 -0.682 -0.051

## Properties
highest occupied orbital energy: -9.13 eV
lowest unoccupied orbital energy: 0.61 eV
frontier orbital gap: 9.74 eV
SMILES: NC#C[C@H](O)C=O
2S+1: 1
energy above the lowest of the compared OMol25 structures with the same formula, charge and spin: 66.0 kcal per mole

---

Molecular formula: C15H13BrINO3Ru
Method: DFT, ωB97M-V with the def2-TZVPD basis set

Geometry (Å):
C 0.276 2.824 -1.161
H 1.169 -3.108 5.257
I -0.406 6.824 -2.606
C -3.630 -1.507 -2.431
C 3.448 -2.444 1.598
C 1.915 -2.196 3.473
C -0.947 0.718 -1.312
C 1.628 -2.169 4.944
H -3.949 -1.006 -3.350
Ru -0.070 -1.904 -0.406
H 2.542 -2.037 5.518
H -3.734 -2.580 -2.560
C 0.401 4.162 -1.445
H 1.045 2.316 -0.596
C -0.598 4.810 -2.179
O -2.099 0.114 -1.722
H 4.437 -2.605 1.195
C -1.723 4.113 -2.626
H 4.023 -2.550 3.656
H -2.727 2.238 -2.685
C -0.852 2.113 -1.608
H -4.253 -1.127 -1.623
C 3.197 -2.410 2.969
Br 2.318 -2.223 -1.141
H -0.131 -1.842 2.866
H 1.266 4.713 -1.105
C -1.853 2.773 -2.343
C 0.889 -2.019 2.551
C 2.362 -2.260 0.795
O -1.220 -1.861 -2.338
H 0.943 -1.362 5.197
N 1.116 -2.061 1.230
O -0.079 0.102 -0.649
H -2.489 4.624 -3.191
C -2.215 -1.175 -2.170

## Properties
highest occupied orbital energy (spin up / spin down): -13.97 / -13.97 eV
lowest unoccupied orbital energy (spin up / spin down): -8.23 / -8.34 eV
frontier orbital gap (spin up / spin down): 5.74 / 5.63 eV
2S+1: 1
charge: +2

---

Molecular formula: C82H132F14N19O32S14
Method: DFT, ωB97M-V with the def2-TZVPD basis set

Geometry (Å):
F 4.581 2.624 -3.101
H -5.872 6.245 2.660
H 7.100 8.888 -7.899
H -7.940 1.266 0.011
H -7.179 6.453 -7.205
O 1.300 -5.776 4.888
O -4.630 0.734 2.954
H -7.911 2.331 4.612
H 4.973 -6.197 -4.652
H -7.361 1.841 2.074
N 2.747 3.633 3.211
H -6.691 -1.632 1.955
H 0.833 7.925 -4.553
H -0.588 4.596 -1.681
O -1.684 2.345 -4.012
N 5.235 8.744 -7.069
H 0.056 -3.169 -0.559
H 7.694 -2.618 4.501
H -8.059 6.362 -5.768
C 1.025 1.132 8.049
H -4.655 -5.959 3.306
H -4.033 -8.480 8.125
O 5.868 2.104 -1.117
H 3.599 8.993 -8.301
H 11.621 5.784 -0.745
H 7.310 -5.337 -2.518
H 7.466 -9.061 -4.807
C 7.477 -7.856 -3.034
H -2.971 -5.511 3.877
C -2.710 5.579 2.782
C -3.509 -0.420 -4.956
C -4.217 -6.148 5.417
N -9.140 0.770 1.666
H -9.444 2.230 0.141
H 12.789 4.517 -1.273
H 1.540 1.860 5.560
O -0.599 -4.618 3.660
H 3.097 -7.931 0.661
S 3.029 -3.135 4.209
H 4.420 6.133 -2.880
N -3.872 -1.491 -5.657
H 9.406 3.886 -1.687
C -7.045 -0.639 1.596
H 2.177 1.275 -1.359
C -0.594 2.913 7.850
C -10.683 0.626 2.034
O 4.436 -6.863 -0.520
H -4.408 -8.954 5.130
C -9.045 1.251 0.284
N 1.258 -6.861 -2.943
S 7.271 4.716 -3.622
H -6.303 -0.222 -7.539
H -7.567 0.611 4.221
H -3.858 -3.520 -5.062
C -7.895 5.821 -6.660
H -0.677 -1.968 -2.031
H 8.294 -9.825 -3.466
C -8.545 -0.604 1.764
F 2.242 -4.829 -4.087
N -4.771 4.372 -2.142
C -6.743 2.432 -7.272
N -3.283 1.739 4.780
H -9.276 1.282 4.496
H -0.595 2.783 8.888
H 1.438 -3.416 0.403
C -7.353 3.637 -7.408
F -3.232 2.536 -1.422
H 10.748 -0.460 1.964
O -5.583 2.110 -2.003
C 5.764 8.593 -5.813
S -0.588 2.776 -4.734
C 7.027 0.070 2.792
H -3.833 4.472 6.286
H -4.646 -4.767 6.898
C -11.475 1.874 1.833
C 9.707 -0.235 2.267
C 1.793 0.538 -2.101
O 3.654 1.791 4.495
F 3.574 -4.120 5.504
H -0.453 -7.163 7.478
H 6.749 -5.767 -4.719
H -0.879 -0.317 -2.873
H 6.014 10.333 -8.188
O 4.995 4.422 -1.514
C 3.104 8.098 -6.357
C 9.094 0.947 1.931
N 6.863 3.431 -2.811
H 8.249 2.069 -0.354
H 8.274 -7.223 -3.447
O 6.421 5.847 -3.729
C -6.045 3.052 -5.106
C 6.401 -5.855 -2.239
C 4.823 -8.069 -1.230
O -2.886 5.928 -2.093
C -2.164 -1.300 -0.152
C -2.098 4.673 4.948
H 11.401 4.971 -2.369
C -0.033 3.301 5.251
C 11.760 4.844 -1.304
S 1.008 -5.277 -3.224
C 0.659 6.382 -3.069
N 1.245 5.614 -2.206
F 1.493 -7.192 -5.427
C 0.876 -0.537 -1.459
O -1.157 -0.043 -5.880
C 6.019 -6.571 -4.521
C -5.995 2.143 -6.121
O 3.709 -3.782 3.121
S 0.276 0.335 -5.861
H -5.167 -2.330 -6.985
N 7.654 -1.090 3.095
O 8.700 4.884 -3.316
S 2.031 4.362 2.051
H 0.891 -1.376 1.622
N -3.913 5.889 3.243
F 7.289 4.038 -5.083
H 6.170 -7.383 -5.194
H -2.746 -0.557 -4.245
H 2.281 -1.380 -0.098
C -1.389 0.256 1.585
C 0.679 2.421 5.983
O -0.479 -8.088 -4.457
C -1.359 -7.671 7.809
H -2.093 -0.204 2.304
C 3.912 8.674 -7.295
C 2.750 7.223 -3.965
H -8.829 5.790 -7.285
H -6.845 1.867 -8.210
F -4.298 0.406 6.600
C -4.122 0.803 -5.127
O 4.507 2.125 2.312
C 2.573 5.609 -2.118
H -2.668 -0.465 -0.638
H 6.597 -3.051 3.065
O 1.800 -8.966 -3.918
C -5.289 -0.621 -0.072
H 5.976 0.069 2.977
H 5.771 8.777 -9.085
H -9.528 0.544 -0.371
H 6.531 -6.240 -1.228
H -6.677 4.963 -4.446
C -5.304 -7.177 5.936
C 6.084 9.237 -8.138
H -8.866 2.721 2.335
H -11.008 -0.259 1.501
C 9.803 1.943 1.113
S -3.152 0.433 5.610
O -4.919 3.348 0.073
H 4.353 -5.378 -2.007
O -4.707 6.237 -3.798
F 1.414 -5.283 2.499
C 8.983 -1.162 2.961
N 0.286 1.699 -5.150
H -11.138 2.724 2.537
H -5.583 -9.315 6.341
H 2.297 -2.178 -1.547
H -8.902 -1.340 1.013
C 7.753 1.071 2.201
C -1.715 -8.459 5.454
C 11.034 2.480 1.467
C -6.765 4.228 -5.222
C -3.847 -6.274 3.957
O -5.393 2.756 3.897
N -2.893 -6.473 6.107
F 3.264 4.354 1.002
S 0.841 -4.823 3.932
H -0.455 6.220 -3.147
H 7.120 1.939 1.997
C 3.344 6.332 -2.984
H 0.275 3.426 4.209
H -2.240 4.206 7.674
O -3.159 -0.798 4.889
C -5.204 0.911 -6.011
H -12.559 1.836 1.985
C -3.707 -8.667 7.078
C 11.658 3.364 0.584
H 4.057 -8.861 -1.061
O 1.139 3.466 1.397
C 4.932 8.097 -4.820
O 1.289 -0.595 -5.498
H -4.873 -1.614 0.151
C -1.448 3.704 7.138
H -5.797 -6.786 6.828
C -0.167 -1.082 -2.458
H -1.915 1.124 1.210
H -5.576 -4.518 5.383
S -3.936 5.453 -2.892
O -2.156 -5.499 6.421
C -1.155 3.928 5.784
H -1.103 -8.651 8.180
H 0.537 0.191 7.796
C 0.791 -2.653 -0.041
O 1.237 -4.573 -1.994
H -5.223 -0.470 -1.117
H 5.086 -4.403 -3.225
N 6.186 -7.064 -3.116
C -3.162 -2.755 -5.398
C -4.852 6.610 2.445
H -1.157 -9.361 5.710
H 1.245 1.172 -2.813
C -5.568 -0.236 -6.760
H 5.536 -4.121 -1.498
N 0.353 2.207 7.247
H -4.884 7.644 2.800
N -0.033 0.110 -0.538
H -1.744 -7.069 8.631
C 0.050 -1.839 1.065
H -5.505 2.939 -4.165
N 1.505 -3.332 4.275
H -4.638 6.631 1.368
H -2.005 -2.102 -0.944
H -5.990 -7.102 5.045
C 1.593 -1.691 -0.838
F -3.457 2.781 2.562
O 3.313 -1.811 4.692
H -0.768 4.947 3.411
H 0.898 3.626 -1.692
C -1.822 5.013 3.610
F -1.278 3.259 -6.045
H -2.345 -2.619 -4.683
S -4.339 1.956 3.577
H 11.614 2.165 2.370
H -3.393 -9.758 7.119
C -0.894 -0.770 0.525
H 2.953 5.004 -1.320
F 2.334 1.232 2.730
F 0.645 0.996 -7.320
N 11.050 3.755 -0.546
O -0.133 -5.023 -3.990
C -3.407 4.840 5.355
H 2.103 1.127 7.867
H -3.922 -3.939 5.497
H 0.779 1.227 9.103
H 6.838 8.621 -5.731
H 6.571 -9.830 -3.588
H 0.740 4.737 -0.388
C -8.345 1.755 2.553
F -3.287 4.423 -4.062
C 0.501 4.602 -1.413
H 0.549 -1.304 -3.288
H -11.307 2.286 0.778
C -4.862 -1.400 -6.568
H 3.080 -6.172 0.825
H 2.532 0.094 -2.738
C 5.276 -4.872 -2.267
C 3.716 -7.026 0.647
H -3.424 -7.219 3.632
C -2.409 -7.870 6.675
H 12.627 3.775 0.802
C -4.824 -8.579 6.041
O -0.113 4.071 -4.225
C -4.578 -4.762 5.797
H -4.644 0.121 0.426
S -4.751 3.100 -1.322
H -0.546 0.567 2.218
H 9.515 -2.066 3.236
H 5.002 -8.798 -3.298
H -5.288 5.638 4.698
C 7.452 -9.190 -3.759
H -2.345 -8.678 4.626
H -8.801 -0.974 2.766
H 5.748 -8.468 -0.704
C 3.575 7.868 -5.025
H -7.967 3.889 -8.261
S 3.385 2.210 3.167
C 1.376 7.232 -3.887
H -2.758 -3.063 -6.377
C -8.260 1.445 4.047
H 7.762 -7.908 -2.044
O 1.616 5.725 2.242
C 9.157 2.527 0.014
S 5.538 3.212 -1.956
S 0.910 -7.892 -4.116
H -0.408 -2.368 1.921
C 6.961 -2.266 3.772
O -6.741 -0.483 0.200
H -10.609 0.293 3.064
H 6.081 -1.863 4.242
H 5.253 7.890 -3.804
N -7.330 4.524 -6.385
H -2.515 5.767 1.707
H 2.064 7.939 -6.661
H 4.372 -7.073 1.515
C 9.823 3.382 -0.836
H 4.064 -7.266 -3.054
C -4.237 5.512 4.437
C 4.938 -7.851 -2.713
H -1.033 -7.664 5.189
H -2.809 -1.718 0.603
H -3.633 1.615 -4.603
H -6.482 0.028 2.249
O -2.014 0.643 6.501
O -0.195 1.210 -0.525

## Properties
highest occupied orbital energy: -14.90 eV
lowest unoccupied orbital energy: -8.97 eV
frontier orbital gap: 5.94 eV
2S+1: 1
energy above the lowest of the compared OMol25 structures with the same formula, charge and spin: 0.0 kcal per mole
charge: +5

---

Results for E: -265.31627; -360.56431; -3825.85810; -13622.60438 (in Ha, following the order of the records).